Record 1
A single C17H13N5S molecule in a non-equilibrium geometry, computed with ωB97M-V/def2-TZVPD.

E_LUMO (eV): 0.17
ΔE to the lowest compared entry with this formula, charge and spin (kJ/mol): 7.9
HOMO level (eV): -8.443
Charge: 0
SMILES string: c1ccc(CSc2nnnn2-c2cccc3ccccc23)nc1

XYZ file:
```
36
Properties=species:S:1:pos:R:3:forces:R:3:mulliken_charge:R:1
C 2.8061 2.5274 0.3795 0.057 -0.020 -0.001 -0.67
C 4.0786 1.9765 0.3423 -0.054 -0.029 0.016 -0.25
C 4.2234 0.6075 0.4806 -0.185 0.018 0.037 -0.77
C 3.0787 -0.1648 0.6508 0.256 0.367 0.031 0.60
C 3.1802 -1.6581 0.7661 -0.331 -0.336 -0.210 -0.80
S 1.5458 -2.4355 0.5669 0.342 -0.347 0.344 -0.21
C 1.1501 -1.6595 -0.9249 -0.408 0.070 -0.291 0.48
N 1.9892 -1.3474 -1.8902 0.363 -0.751 0.894 -0.23
N 1.2759 -0.7082 -2.8012 0.132 0.558 -0.878 -0.71
N 0.0612 -0.6046 -2.4618 -1.179 0.292 -0.535 -0.28
N -0.0832 -1.1942 -1.2671 1.697 -0.526 0.147 0.61
C -1.2672 -1.2576 -0.5234 -0.704 -0.284 0.327 0.24
C -1.5862 -2.4371 0.1032 0.215 0.356 -0.333 -0.41
C -2.7388 -2.5267 0.8926 -0.253 0.148 0.179 -0.91
C -3.5535 -1.4407 1.0453 0.081 -0.246 0.034 -0.82
C -3.2517 -0.2151 0.4153 0.254 -0.003 -0.208 0.73
C -4.0792 0.9163 0.5745 -0.049 0.219 -0.043 -0.81
C -3.7696 2.1027 -0.0282 -0.222 -0.120 0.179 -0.55
C -2.6170 2.2093 -0.8200 0.220 -0.122 -0.080 -0.75
C -1.7950 1.1315 -1.0021 0.071 0.369 -0.095 -0.49
C -2.0883 -0.1060 -0.3935 -0.168 -0.104 0.196 0.74
N 1.8665 0.3657 0.6914 -0.076 -0.093 0.174 -0.26
C 1.7320 1.6732 0.5606 0.062 0.334 -0.009 -0.23
H 2.6523 3.5885 0.2645 -0.025 0.099 -0.012 0.38
H 4.9455 2.6045 0.1983 0.059 0.048 -0.009 0.40
H 5.1958 0.1412 0.4475 0.111 -0.048 -0.024 0.38
H 3.5310 -1.9571 1.7552 -0.002 -0.053 -0.031 0.50
H 3.8469 -2.0607 0.0033 0.050 0.060 0.125 0.39
H -0.9512 -3.3019 -0.0192 0.017 -0.072 -0.083 0.63
H -2.9722 -3.4633 1.3749 -0.049 -0.064 0.053 0.39
H -4.4439 -1.5031 1.6537 -0.085 -0.022 0.058 0.40
H -4.9646 0.8243 1.1870 -0.083 0.002 0.056 0.38
H -4.4081 2.9643 0.1005 -0.074 0.040 0.031 0.40
H -2.3817 3.1524 -1.2907 0.048 0.054 -0.055 0.41
H -0.9207 1.2191 -1.6285 -0.040 0.053 0.023 0.62
H 0.7130 2.0373 0.5967 -0.050 0.152 -0.011 0.49
```
Forces are in eV/Å.

Record 2
A molecular structure, C17H14BiClNO2S2 in a non-equilibrium geometry, computed with ωB97M-V/def2-TZVPD.

E_LUMO (eV): 2.12
ΔE to the lowest compared entry with this formula, charge and spin (kJ/mol): 0.0
HOMO level (eV): -3.899
Charge: -1

XYZ file:
```
38
Properties=species:S:1:pos:R:3:forces:R:3:mulliken_charge:R:1
C -1.0676 -0.2672 1.5493 0.437 0.243 -0.145 -0.73
C -1.4037 1.1067 1.3092 0.810 0.233 0.057 -1.05
C -0.4793 1.9147 2.0269 0.126 -0.861 -0.129 -0.24
H -2.2143 1.4367 0.6653 0.048 0.028 0.211 0.49
C 0.4248 1.0424 2.7129 -0.684 -0.282 -0.487 -0.87
C 0.0448 -0.3030 2.4372 0.027 0.753 -0.484 -0.20
H 0.5438 -1.2075 2.7815 -0.101 0.252 -0.015 0.42
H -1.6038 -1.1208 1.1514 -0.039 0.277 0.309 0.75
H -0.4152 3.0000 2.0156 -0.083 -0.205 0.018 0.46
H 1.2785 1.3623 3.3117 -0.283 -0.119 -0.107 0.39
Bi 0.3266 0.2367 -1.1364 -0.923 0.364 2.229 1.38
Cl -1.6340 -0.3682 -2.4986 -0.335 -0.720 -0.301 -0.53
C 0.8414 1.9512 -2.8799 -0.171 0.893 0.216 -0.58
C 1.8971 2.3901 -1.9910 -0.672 0.837 -0.066 -0.74
C 1.2951 3.1351 -0.9413 0.553 -0.237 -0.564 -0.35
H 2.9615 2.3216 -2.2071 -0.281 -0.276 0.269 0.44
C -0.1058 3.1891 -1.1552 0.089 -0.206 -0.887 -0.38
C -0.4022 2.5021 -2.3603 0.921 0.556 -0.032 -0.60
H -1.3490 2.5226 -2.8963 0.241 -0.394 0.403 0.45
H 0.9646 1.4857 -3.8609 -0.036 0.175 0.418 0.53
H 1.8190 3.6836 -0.1551 -0.164 -0.521 -0.175 0.40
H -0.8177 3.7462 -0.5441 0.241 -0.405 -0.167 0.40
O -1.9831 -4.9331 -0.5914 0.064 0.405 0.252 -0.64
S -1.6287 -4.0405 0.4820 1.419 1.433 0.722 1.05
O -2.6639 -3.5024 1.3408 0.520 -0.484 -0.738 -0.61
N -0.5992 -2.7780 -0.0229 0.959 -1.029 -0.769 -0.41
C 0.6870 -2.9911 0.2786 -2.385 0.919 -0.536 0.56
S 1.9298 -1.9900 -0.3217 0.154 -0.389 -0.011 -0.60
C 0.8873 -4.0799 1.2505 -0.345 -1.141 1.089 0.18
C 1.9908 -4.4620 2.0253 -0.274 0.172 -0.511 -0.51
C 1.8581 -5.5165 2.9355 -0.192 -0.003 -0.008 -0.52
C 0.6379 -6.1817 3.1131 -0.369 0.175 -0.319 -0.41
C -0.4917 -5.7756 2.3806 0.613 0.189 -0.366 -0.59
C -0.3261 -4.7381 1.4721 0.011 -0.842 0.547 0.16
H 2.9317 -3.9277 1.8977 -0.166 -0.179 0.074 0.38
H 2.7236 -5.8204 3.5234 -0.200 0.071 -0.127 0.35
H 0.5408 -7.0197 3.8063 0.171 0.312 -0.129 0.36
H -1.4705 -6.2495 2.4454 0.300 0.007 0.258 0.40
```
Forces are in eV/Å.

Record 3
A molecular structure, C17H14Br2FFeNO2S in a non-equilibrium geometry, computed with ωB97M-V/def2-TZVPD.

Expectation value of S²: 6.012
E_LUMO (spin up / spin down) (eV): -0.19 / -0.29
HOMO level (spin up / spin down) (eV): -7.589 / -7.647
Charge: 0
2S+1: 5

XYZ file:
```
39
Properties=species:S:1:pos:R:3:forces:R:3:mulliken_spin:R:1
Fe -0.0158 -0.3261 0.2354 0.501 0.849 -0.721 3.85
Br 0.9695 0.3938 -4.7113 -0.243 -0.018 -0.055 0.00
C -0.7600 0.2968 -3.9306 0.572 0.001 0.739 0.01
C -1.8923 0.3524 -4.7254 -0.788 0.035 0.089 0.00
C -3.1387 0.3498 -4.1390 0.036 0.114 -0.565 0.01
Br -4.6673 0.5059 -5.2702 0.128 -0.015 0.139 0.00
C -3.2997 0.2433 -2.7426 0.224 -0.134 0.160 0.00
C -4.5222 0.3084 -2.0433 0.109 -0.037 0.379 0.01
C -4.5271 0.1397 -0.6792 -0.210 -0.016 -0.474 0.00
C -3.3358 -0.1733 -0.0204 0.657 -0.009 0.043 0.01
N -2.1639 -0.1936 -0.6330 -0.087 0.075 0.492 0.02
C -2.1285 0.0716 -1.9592 -0.125 0.089 -0.409 -0.03
C -0.8203 0.1952 -2.5361 0.045 -0.067 -0.580 -0.01
O 0.2184 0.1984 -1.7822 0.210 -0.455 0.895 0.05
H -1.7939 0.4150 -5.7980 -0.022 0.038 -0.061 0.00
H -5.4369 0.5056 -2.5817 -0.053 0.003 -0.037 0.00
H -5.4425 0.2281 -0.1151 -0.064 -0.084 0.040 0.00
H -3.3244 -0.3971 1.0380 -0.019 0.036 0.072 0.00
C 3.1555 -0.2129 -1.5597 -0.053 -0.561 0.164 0.00
S 3.0730 -1.7139 -0.5236 1.092 1.320 -0.119 0.01
C 4.3124 -1.1492 0.7097 -0.382 -0.493 -0.363 0.00
O 1.7671 -1.6409 0.2031 -1.292 0.129 0.446 0.02
H 3.9984 -0.3119 -2.2345 0.226 -0.015 -0.023 0.00
H 3.2328 0.6782 -0.9433 0.042 -0.014 0.164 0.00
H 2.2313 -0.1645 -2.1289 -0.077 -0.105 -0.018 0.00
H 5.2354 -0.9189 0.1913 0.149 0.031 -0.150 0.00
H 4.4857 -1.9544 1.4158 -0.040 -0.127 0.041 0.00
H 3.9362 -0.2760 1.2316 -0.204 0.139 -0.080 0.00
F -1.3663 0.7503 5.8751 0.079 0.010 -0.189 0.00
C -0.8759 0.7855 4.6102 0.065 -0.028 -0.035 0.01
C 0.2451 0.0384 4.3014 0.010 0.132 0.339 0.00
C 0.7116 0.0563 2.9950 -0.152 0.169 0.175 -0.07
C 0.0701 0.7858 1.9906 -0.111 -0.793 -0.977 0.09
C -1.0253 1.5671 2.3644 0.058 -0.081 0.252 0.01
C -1.5088 1.5721 3.6660 -0.041 0.146 0.123 0.00
H 0.7339 -0.5446 5.0691 -0.009 -0.009 0.097 0.00
H 1.6024 -0.5112 2.7572 -0.031 -0.236 -0.013 0.00
H -1.5133 2.1927 1.6281 -0.188 -0.060 -0.076 0.01
H -2.3734 2.1597 3.9423 -0.014 0.041 0.096 0.00
```
Forces are in eV/Å.

Record 4
A molecular structure, C17H14Cl2O2Tl in a non-equilibrium geometry, computed with ωB97M-V/def2-TZVPD.

E_LUMO (spin up / spin down) (eV): 0.22 / 1.47
HOMO level (spin up / spin down) (eV): -4.844 / -4.752
Charge: -1

XYZ file:
```
36
Properties=species:S:1:pos:R:3:forces:R:3:mulliken_charge:R:1
C 1.8934 1.0388 -0.7884 0.347 -0.907 0.330 -0.63
C 1.5905 0.0064 -1.7215 0.165 1.263 0.825 -0.30
C 1.7090 -1.2533 -1.0474 0.610 -0.555 2.362 -0.79
H 1.3007 0.1405 -2.7615 0.036 0.002 0.314 0.40
C 2.1012 -0.9928 0.3046 -0.620 -1.546 -2.542 -0.30
C 2.2717 0.4169 0.4452 -0.368 1.720 -1.758 -0.25
H 2.6382 0.9265 1.3212 -0.109 -0.164 -0.113 0.55
H 1.8461 2.1099 -0.9753 0.068 -0.381 0.038 0.38
H 1.5622 -2.2385 -1.4982 0.072 0.386 0.201 0.56
H 2.2468 -1.7353 1.0803 -0.009 0.185 -0.100 0.40
Tl -1.2652 -1.6525 -0.2831 0.488 0.408 0.608 0.68
Cl -1.7820 0.5222 -1.5911 -0.038 0.085 -0.133 -0.58
C -3.6706 -2.4985 -1.8387 0.246 -0.149 -0.933 -0.59
C -2.9764 -3.6591 -1.3596 -0.992 1.025 -0.186 -0.47
C -2.0006 -4.0162 -2.3399 0.695 0.870 -2.153 -0.52
H -3.1875 -4.1942 -0.4385 0.038 0.097 -0.218 0.48
C -2.0916 -3.0855 -3.4088 0.712 -1.944 1.277 -0.32
C -3.1130 -2.1472 -3.0973 -1.243 -0.162 1.588 -0.28
H -3.4266 -1.3175 -3.7205 0.111 -0.108 0.207 0.36
H -4.4859 -1.9823 -1.3433 0.252 -0.090 -0.033 0.41
H -1.3379 -4.8762 -2.3010 -0.122 0.249 0.044 0.39
H -1.5166 -3.1078 -4.3295 -0.024 0.010 0.270 0.39
Cl -1.0688 0.2374 8.9901 -0.212 -0.005 0.904 -0.25
C -0.7633 0.2734 7.3090 0.245 -0.099 -1.777 0.42
C 0.1423 1.2073 6.7862 -0.301 -0.359 -0.100 -0.53
C 0.4287 1.1976 5.4205 -0.310 -0.355 0.333 -0.28
C -0.1649 0.2527 4.5619 -0.339 -0.077 0.492 0.07
C -1.0937 -0.6430 5.0919 -0.134 0.147 0.512 -0.30
C -1.4014 -0.6429 6.4584 0.395 0.453 0.290 -0.55
C 0.3038 0.1186 3.1118 0.428 0.543 0.379 0.28
O 1.4978 0.5009 3.0149 -0.637 -0.411 -0.539 -0.72
O -0.5000 -0.3357 2.2605 0.419 -0.071 0.157 -0.60
H 0.6388 1.9077 7.4557 -0.153 -0.099 -0.145 0.36
H 1.1435 1.9219 5.0457 -0.056 -0.261 -0.194 0.37
H -1.5870 -1.3655 4.4446 0.198 0.205 -0.024 0.39
H -2.1096 -1.3470 6.8924 0.140 0.094 -0.181 0.36
```
Forces are in eV/Å.